# 1
DFT (wB97M-V/def2-TZVPD) results for C23H17Br2IrN7O4 as an isolated structure.

```
54
Properties=species:S:1:pos:R:3:nbo_charge:R:1
Ir 0.381 0.097 -0.357 1.253
N 1.414 -3.782 -1.425 -0.475
C 0.284 -3.834 -2.209 -0.047
C -0.335 -2.627 -2.077 -0.059
N 0.408 -1.856 -1.227 -0.413
C 1.446 -2.568 -0.843 0.311
C 2.401 -1.950 0.042 0.334
N 2.349 -0.640 0.207 -0.441
C 3.318 -0.319 1.124 -0.049
C 3.978 -1.451 1.485 -0.047
N 3.386 -2.479 0.787 -0.475
H 2.088 -4.523 -1.337 0.439
H 0.024 -4.704 -2.784 0.250
H -1.254 -2.274 -2.512 0.256
H 3.487 0.691 1.453 0.237
H 4.806 -1.608 2.152 0.249
H 3.593 -3.458 0.901 0.439
O -2.363 1.680 -2.905 -0.561
C -1.441 1.120 -2.369 0.749
O -1.447 0.574 -1.186 -0.706
C -0.113 0.989 -3.090 0.099
C -0.007 1.107 -4.463 -0.190
C 1.235 0.916 -5.046 -0.133
C 2.329 0.640 -4.232 -0.235
C 2.144 0.550 -2.868 0.050
N 0.938 0.716 -2.316 -0.414
H -0.893 1.348 -5.032 0.265
H 1.349 0.978 -6.119 0.240
H 3.316 0.504 -4.650 0.241
H 2.965 0.353 -2.192 0.217
Br -5.349 -0.167 5.111 0.087
C -4.288 -0.567 3.605 -0.138
C -4.875 -1.110 2.467 0.032
N -4.173 -1.393 1.377 -0.403
C -2.868 -1.148 1.376 0.062
C -2.203 -0.609 2.473 -0.215
C -2.933 -0.310 3.612 -0.153
C -0.728 -0.293 2.421 0.791
O -0.230 0.399 3.284 -0.614
O -0.065 -0.843 1.429 -0.792
H -5.938 -1.317 2.436 0.211
H -2.331 -1.372 0.464 0.200
H -2.445 0.128 4.472 0.253
Br -3.057 3.622 2.468 0.141
C -1.295 3.277 1.925 -0.105
C -0.229 3.961 2.477 -0.145
C 1.050 3.638 2.053 -0.222
C 1.217 2.633 1.126 0.066
N 0.179 1.971 0.604 -0.427
C -1.065 2.297 0.978 0.023
H -0.396 4.727 3.221 0.249
H 1.911 4.164 2.440 0.242
H 2.198 2.347 0.772 0.201
H -1.879 1.774 0.496 0.270
```

Output
**HOMO energy**: -10.97 eV
**Total charge**: +1
**Gap between HOMO and LUMO**: 7.79 eV
**Energy above the lowest of the compared OMol25 structures with the same formula, charge and spin**: 27.41 kcal/mol
**LUMO level**: -0.1172 hartree
**Max |F|**: 1.87 eV Å⁻¹

# 2
DFT (wB97M-V/def2-TZVPD) results for C23H17ClN3O2V as an isolated structure.

```
47
Properties=species:S:1:pos:R:3:nbo_charge:R:1
V -0.528 1.073 0.576 1.232
C -2.496 -2.842 0.466 -0.334
C -3.726 -2.546 -0.149 -0.181
C -4.032 -1.252 -0.471 -0.237
C -3.108 -0.219 -0.185 0.103
N -1.904 -0.531 0.391 -0.544
C -1.631 -1.800 0.709 0.097
C -3.314 1.162 -0.443 0.166
C -4.485 1.710 -1.020 -0.235
C -4.589 3.053 -1.228 -0.207
C -3.507 3.898 -0.869 -0.339
C -2.396 3.321 -0.317 0.079
N -2.270 2.001 -0.084 -0.586
H -2.224 -3.852 0.740 0.212
H -4.432 -3.338 -0.368 0.203
H -4.976 -1.017 -0.943 0.203
H -0.668 -1.964 1.179 0.207
H -5.299 1.053 -1.296 0.202
H -5.486 3.469 -1.668 0.202
H -3.543 4.965 -1.028 0.209
H -1.537 3.921 -0.042 0.201
Cl 5.531 -3.313 1.817 -0.038
C 4.123 -2.362 2.229 -0.031
C 3.677 -2.352 3.542 -0.259
C 2.564 -1.594 3.863 -0.158
C 1.894 -0.861 2.890 -0.175
C 2.362 -0.886 1.580 -0.116
C 3.483 -1.635 1.243 -0.252
C 0.674 -0.055 3.295 0.785
O 0.403 0.041 4.485 -0.664
O -0.014 0.460 2.342 -0.776
H 4.200 -2.929 4.293 0.216
H 2.190 -1.553 4.878 0.237
H 1.860 -0.300 0.821 0.235
H 3.850 -1.643 0.225 0.230
N 0.802 1.315 -0.479 -0.823
C 1.610 1.033 -1.539 0.155
C 3.010 1.174 -1.455 -0.274
C 3.833 0.866 -2.525 -0.209
C 3.301 0.412 -3.727 -0.289
C 1.922 0.274 -3.835 -0.223
C 1.091 0.575 -2.769 -0.220
H 3.427 1.530 -0.520 0.211
H 4.907 0.981 -2.421 0.196
H 3.948 0.173 -4.563 0.195
H 1.486 -0.078 -4.764 0.195
H 0.016 0.463 -2.857 0.200
```

Output
**HOMO energy (alpha / beta)**: -2.75 / -4.41 eV
**Total charge**: -1
**Spin multiplicity**: 4
**Gap between HOMO and LUMO (alpha / beta)**: 5.57 / 6.92 eV
**Energy above the lowest of the compared OMol25 structures with the same formula, charge and spin**: 0.00 kcal/mol
**LUMO level (alpha / beta)**: 0.1035 / 0.0925 hartree
**Max |F|**: 0.44 eV Å⁻¹

# 3
DFT (wB97M-V/def2-TZVPD) results for C23H17IrN7S as an isolated structure.

```
49
Properties=species:S:1:pos:R:3:nbo_charge:R:1
Ir -0.355 1.275 -1.599 1.082
N -3.772 3.791 -2.189 -0.751
C -2.569 3.231 -2.061 0.301
S -2.452 1.497 -2.399 -0.001
N -1.548 3.996 -1.755 -0.399
N -0.391 3.285 -1.686 -0.221
C 0.737 3.905 -1.685 0.037
C 1.928 3.067 -1.701 0.159
C 3.219 3.568 -1.669 -0.201
C 4.283 2.684 -1.723 -0.120
C 4.035 1.321 -1.807 -0.230
C 2.726 0.881 -1.833 0.080
N 1.697 1.733 -1.787 -0.489
H -4.577 3.238 -2.423 0.420
H -3.875 4.783 -2.053 0.423
H 0.773 4.986 -1.725 0.235
H 3.377 4.636 -1.602 0.245
H 5.299 3.054 -1.699 0.245
H 4.841 0.603 -1.850 0.249
H 2.473 -0.169 -1.888 0.230
N -0.889 -6.442 5.307 -0.272
C -0.825 -5.584 4.546 0.261
C -0.744 -4.510 3.592 -0.164
C -1.705 -4.394 2.591 -0.171
C -1.623 -3.357 1.678 -0.151
C -0.586 -2.427 1.744 -0.053
C 0.371 -2.558 2.750 -0.203
C 0.296 -3.587 3.672 -0.155
C -0.500 -1.317 0.759 -0.158
C -0.627 0.004 1.224 0.243
C -0.906 0.411 2.587 -0.199
C -0.970 1.785 2.608 -0.291
C -0.750 2.214 1.298 0.073
N -0.531 1.138 0.465 -0.616
C -0.288 -1.639 -0.601 0.265
C -0.088 -2.978 -1.144 -0.204
C 0.084 -2.853 -2.498 -0.297
C 0.003 -1.482 -2.783 0.076
N -0.214 -0.759 -1.631 -0.601
H -2.513 -5.111 2.539 0.237
H -2.379 -3.259 0.909 0.217
H 1.187 -1.848 2.803 0.222
H 1.041 -3.687 4.449 0.237
H -1.042 -0.268 3.412 0.242
H -1.167 2.420 3.455 0.246
H -0.752 3.220 0.910 0.213
H -0.072 -3.879 -0.555 0.243
H 0.253 -3.637 -3.217 0.247
H 0.087 -0.982 -3.736 0.219
```

Output
**HOMO energy (alpha / beta)**: -9.12 / -11.54 eV
**Total charge**: +1
**Spin multiplicity**: 5
**Gap between HOMO and LUMO (alpha / beta)**: 5.11 / 5.92 eV
**LUMO level (alpha / beta)**: -0.1472 / -0.2066 hartree
**Max |F|**: 0.12 eV Å⁻¹

# 4
DFT (wB97M-V/def2-TZVPD) results for C23H17LiN4O as an isolated structure.

```
46
Properties=species:S:1:pos:R:3:nbo_charge:R:1
Li -0.817 -0.113 0.303 0.861
C -1.332 4.160 0.226 -0.307
C -1.631 2.837 -0.008 -0.050
N -0.714 1.846 -0.084 -0.655
C 0.605 2.190 0.099 0.210
C 1.009 3.540 0.325 -0.077
C 0.004 4.544 0.394 -0.339
C 2.378 3.827 0.485 -0.287
C 3.323 2.822 0.436 -0.240
C 2.943 1.497 0.243 -0.300
C 1.593 1.148 0.082 0.086
N 1.054 -0.118 -0.074 -0.667
C 1.600 -1.317 -0.053 0.189
C 2.947 -1.743 0.103 -0.370
C 3.304 -3.087 0.130 -0.165
C 2.405 -4.121 0.006 -0.355
C 1.042 -3.789 -0.165 -0.081
C 0.035 -4.771 -0.303 -0.170
C -1.275 -4.410 -0.465 -0.280
C -1.584 -3.043 -0.489 0.008
N -0.676 -2.100 -0.365 -0.475
C 0.629 -2.431 -0.202 0.201
H -2.133 4.891 0.262 0.189
H -2.663 2.529 -0.156 0.162
H 0.284 5.577 0.564 0.183
H 2.677 4.858 0.646 0.181
H 4.374 3.062 0.552 0.184
H 3.712 0.746 0.213 0.188
H 3.732 -1.016 0.210 0.200
H 4.356 -3.326 0.258 0.190
H 2.711 -5.159 0.030 0.189
H 0.322 -5.817 -0.279 0.197
H -2.059 -5.148 -0.576 0.202
H -2.611 -2.715 -0.623 0.176
O -1.150 -0.173 2.146 -0.599
N -0.514 0.068 3.225 0.112
C 0.095 -0.932 3.903 -0.008
C 0.807 -0.667 5.049 -0.224
C 0.915 0.636 5.515 -0.217
C 0.295 1.649 4.794 -0.207
C -0.410 1.351 3.654 -0.002
H -0.025 -1.902 3.446 0.239
H 1.286 -1.491 5.557 0.224
H 1.482 0.859 6.408 0.216
H 0.366 2.685 5.093 0.228
H -0.895 2.063 3.000 0.260
```

Output
**HOMO energy (alpha / beta)**: -0.70 / -2.69 eV
**Total charge**: -1
**Spin multiplicity**: 2
**Gap between HOMO and LUMO (alpha / beta)**: 3.29 / 5.27 eV
**Energy above the lowest of the compared OMol25 structures with the same formula, charge and spin**: 2.11 kcal/mol
**LUMO level (alpha / beta)**: 0.0949 / 0.0947 hartree
**Max |F|**: 0.79 eV Å⁻¹